Entry from the Open Molecules 2025 dataset: a molecular structure, C32H44InN6O4PSe2 (ωB97M-V/def2-TZVPD).

The charge is 0. As for the energy above the lowest of the compared OMol25 structures with the same formula, charge and spin: 58.0 kcal per mole. Its frontier orbital gap is 7.21 eV.

```
90
Properties=species:S:1:pos:R:3:forces:R:3
In -1.12286 -1.14007 0.75561 -0.25 0.01 0.44
C -1.49875 -5.46177 0.17018 -0.01 -0.05 -0.01
C -0.17627 -5.87692 0.14782 0.02 0.01 0.00
C 0.83482 -4.93668 0.04522 -0.08 -0.04 -0.01
C 0.53010 -3.57663 -0.03042 0.17 0.06 -0.13
C -0.79542 -3.13877 0.07400 0.18 -0.31 0.02
C -1.79494 -4.10642 0.16315 -0.06 0.11 0.05
C 1.60588 -2.59392 -0.35292 -0.14 0.10 0.03
C 2.84972 -2.99143 -0.84733 -0.01 0.01 0.09
C 3.71066 -2.04321 -1.33600 0.03 0.00 -0.01
C 3.34769 -0.69078 -1.39192 0.07 -0.01 -0.07
C 4.24090 0.21757 -2.09713 -0.04 0.03 0.06
C 4.15091 1.54255 -2.33199 0.03 -0.01 -0.05
C 2.43267 2.20157 -0.71529 0.07 0.02 0.10
C 1.49950 1.00118 -0.81198 -0.12 0.16 0.18
C 2.11144 -0.37569 -0.82717 -0.03 -0.02 0.18
N 1.30011 -1.29802 -0.28627 0.11 -0.03 -0.34
H -2.29638 -6.19153 0.22242 -0.02 0.00 0.01
H 0.06822 -6.92969 0.20367 0.01 -0.01 0.00
H 1.86176 -5.27553 0.02841 0.00 -0.01 -0.01
H -2.82889 -3.79565 0.25696 0.01 -0.01 0.00
H 3.12445 -4.03417 -0.87684 0.01 0.00 -0.04
H 4.67155 -2.34489 -1.73492 0.01 0.01 -0.02
H 5.08234 -0.26632 -2.57536 0.02 -0.01 0.01
H 4.90110 1.97036 -2.98781 0.01 -0.01 0.01
H 1.76727 3.06537 -0.63804 0.02 -0.02 -0.04
H 0.94934 1.03728 0.13496 0.01 0.05 0.01
O -5.95353 2.43418 1.08493 0.00 0.04 0.00
C -5.62705 1.41724 2.02578 -0.04 -0.04 0.01
C -4.34859 0.68003 1.59288 -0.03 -0.09 0.07
C -4.65850 -0.06648 0.29150 0.00 0.01 -0.10
O -5.57045 -1.13210 0.47598 0.04 0.00 0.08
C -4.02643 -0.24969 2.78225 -0.02 0.08 -0.08
Se -3.02588 -1.90634 2.43655 -0.07 0.08 -0.09
C -3.28330 1.75155 1.38499 0.07 0.09 0.11
Se -1.49101 1.35337 0.65290 0.00 0.00 -0.11
H -6.84199 2.74749 1.27186 -0.01 -0.01 -0.02
H -6.43085 0.67651 2.08582 0.02 0.01 0.01
H -5.47183 1.85425 3.02093 0.01 -0.01 -0.01
H -3.73404 -0.42426 -0.17815 -0.04 0.02 0.06
H -5.12307 0.63141 -0.40804 0.03 -0.01 0.02
H -5.08277 -1.81181 0.97026 -0.04 -0.03 -0.04
H -4.96598 -0.59756 3.21373 0.02 -0.02 0.02
H -3.51218 0.32302 3.55419 0.03 0.00 -0.02
H -3.10017 2.24719 2.33938 -0.03 0.01 -0.02
H -3.66488 2.49948 0.69203 0.01 -0.01 0.00
N 2.95637 -0.48227 6.86233 0.04 0.04 -0.02
C 2.86999 -1.56908 6.05315 0.00 -0.03 -0.04
O 3.45410 -2.60893 6.26982 -0.01 -0.01 0.03
C 1.99929 -1.40633 4.83546 -0.01 -0.08 0.02
C 1.32237 -2.52153 4.36122 0.01 0.06 -0.05
C 0.52100 -2.38395 3.24387 0.05 -0.07 0.02
N 0.39944 -1.22801 2.58965 -0.07 -0.03 -0.03
C 1.05722 -0.16254 3.03370 0.01 0.09 -0.01
C 1.86535 -0.20412 4.15697 -0.01 0.03 -0.01
H 3.48425 -0.57816 7.71326 -0.02 0.01 0.01
H 2.32973 0.29540 6.76338 0.00 -0.01 0.03
H 1.42133 -3.47393 4.86104 0.01 0.00 0.02
H -0.04529 -3.22041 2.85188 -0.01 0.01 0.00
H 0.90897 0.75722 2.47722 0.00 -0.02 0.01
H 2.39333 0.68731 4.46891 0.00 0.00 0.00
C 3.26766 2.10455 0.57935 0.03 0.00 0.01
N 3.24092 2.44949 -1.89433 -0.06 -0.08 -0.05
C 3.41598 3.84391 -2.24225 0.02 0.06 -0.06
P 0.32578 2.18026 -3.04265 0.08 0.16 0.21
O 0.52429 1.06291 -1.83120 0.19 -0.36 -0.29
N -1.29988 2.52534 -2.94888 -0.14 0.21 -0.03
C -1.69002 3.77309 -2.31759 -0.08 -0.02 -0.08
C -2.35655 1.52957 -2.98906 -0.03 -0.05 0.09
N 0.25111 1.04264 -4.32321 -0.06 -0.10 0.02
C -0.11621 1.60250 -5.61120 -0.01 0.03 -0.06
C 1.29912 0.05047 -4.44831 0.06 0.00 -0.02
H 4.31018 2.35659 0.38537 -0.02 0.03 0.00
H 3.25346 1.09375 0.99268 0.02 -0.02 -0.02
H 2.89055 2.78383 1.34356 -0.03 -0.01 0.01
H 3.95501 4.40108 -1.46785 0.01 0.00 0.02
H 2.43662 4.29842 -2.39777 0.00 0.00 0.01
H 3.96848 3.92104 -3.17705 0.01 0.01 0.02
H -0.87858 4.49708 -2.39214 0.03 0.01 0.02
H -1.93732 3.62762 -1.25987 -0.02 0.02 -0.01
H -2.56707 4.19135 -2.82042 0.01 0.00 -0.01
H -1.94131 0.55521 -3.23765 0.01 0.01 -0.02
H -3.10484 1.79456 -3.74233 -0.03 0.02 -0.01
H -2.84916 1.45834 -2.01314 0.02 -0.01 -0.05
H -0.83990 2.40632 -5.48663 -0.01 -0.01 0.02
H -0.57593 0.83006 -6.23308 0.02 -0.02 -0.01
H 0.75354 1.99997 -6.15409 -0.01 0.01 -0.01
H 1.57153 -0.34610 -3.47490 0.00 -0.01 0.04
H 2.20245 0.45285 -4.93089 0.03 -0.01 0.02
H 0.93822 -0.78263 -5.05710 0.00 0.01 -0.03
```
Forces are in eV/Å.


Entry from the Open Molecules 2025 dataset: a molecular structure, C39H49ClIN4O2RhSSe (ωB97M-V/def2-TZVPD).

The charge is 0. Its frontier orbital gap (alpha / beta) is 4.01 / 3.46 eV.

```
99
Properties=species:S:1:pos:R:3:forces:R:3
Rh 0.89607 2.61619 2.03076 -2.02 -1.46 0.62
C 4.90237 0.37569 0.63826 -0.02 0.02 0.15
C 4.06417 -0.36441 1.62646 -0.47 0.13 0.16
N 4.43267 -1.55791 1.98736 0.70 -0.09 -0.44
C 3.71767 -2.25461 2.86826 -0.57 -0.17 0.47
C 2.56807 -1.77641 3.45696 -0.02 -0.22 -0.13
C 1.88547 -2.63051 4.49736 0.48 0.05 0.30
O 0.47717 -2.69011 4.34026 -0.37 -0.09 -0.21
C 2.11297 -0.48961 3.09836 0.57 0.28 -0.52
C 0.94937 0.07079 3.71236 -0.29 0.27 0.04
N 0.44537 1.20639 3.38216 0.47 -0.83 -0.35
C -0.59063 1.92659 3.98846 -0.69 0.92 0.22
C -1.43573 1.64569 5.04766 0.27 -0.14 -0.21
C -2.29773 2.66179 5.43976 -0.08 0.03 0.13
C -2.28523 3.89389 4.80716 -0.11 0.09 0.08
C -1.43683 4.16339 3.73346 0.09 -0.14 -0.05
C -0.59403 3.15909 3.30936 0.04 -0.29 -0.58
I 1.46377 4.80099 0.80856 0.33 -0.01 -0.87
C 2.86987 0.26439 2.14126 0.05 -0.96 0.62
O 2.59047 1.43599 1.74316 0.82 0.93 -1.06
H 5.67907 -0.27481 0.25206 0.08 -0.10 -0.01
H 5.35897 1.24169 1.11466 0.03 0.18 -0.06
H 4.28557 0.73859 -0.18004 -0.05 0.08 -0.15
H 4.11087 -3.23451 3.11086 -0.11 -0.09 0.07
H 2.11667 -2.21581 5.49376 -0.03 -0.15 -0.13
H 2.32017 -3.63331 4.43736 0.01 0.10 0.08
H 0.16117 -3.56021 4.60276 0.10 0.11 -0.02
H 0.48597 -0.50511 4.50716 -0.11 0.15 0.10
H -1.43773 0.69499 5.56086 0.05 -0.11 0.03
H -2.97063 2.48969 6.26906 -0.05 0.02 0.00
H -2.95473 4.66309 5.16036 -0.11 0.12 0.03
H -1.44423 5.13589 3.26166 -0.03 0.06 -0.07
Cl 4.50727 3.46059 -3.17024 -0.16 0.02 -0.11
C 2.95107 2.92039 -3.67474 0.25 0.07 0.39
C 2.55487 3.14579 -4.97294 0.13 0.11 -0.25
C 1.31927 2.69269 -5.41744 0.08 -0.11 0.56
C 0.48577 1.99569 -4.54314 -0.31 -0.07 -0.29
C 0.86187 1.77479 -3.24674 0.09 -0.03 0.49
C 2.10537 2.25029 -2.73804 -0.12 0.07 -1.09
C 2.44027 2.08449 -1.41594 -0.34 0.51 0.57
H 3.21097 3.67449 -5.64614 0.10 0.04 -0.01
H 1.00437 2.88139 -6.43264 0.03 0.02 -0.08
H -0.47393 1.64239 -4.89064 -0.07 -0.02 0.00
H 0.20367 1.26569 -2.55464 -0.08 -0.02 0.08
H 3.34407 2.49739 -1.01004 0.26 -0.01 0.15
H 1.78977 1.54319 -0.74814 -0.09 -0.16 0.22
C -6.86333 2.13309 1.32746 0.02 -0.04 -0.05
C -5.38123 1.99559 1.15256 0.16 -0.09 0.06
C -4.60573 3.07809 0.76296 -0.08 0.00 0.00
C -3.24793 2.95629 0.52666 -0.11 -0.03 0.01
C -2.46293 4.13769 0.06146 0.04 0.16 0.04
C -2.63163 1.71289 0.72746 0.08 0.51 0.00
Se -0.78733 1.52409 0.27946 0.83 1.07 1.19
C -3.38343 0.61699 1.16206 0.27 0.06 -0.01
C -2.76203 -0.71971 1.44566 0.13 0.06 0.16
C -4.74933 0.77719 1.35046 -0.15 0.10 -0.06
H -7.13663 3.14999 1.59976 -0.04 0.05 0.03
H -7.22703 1.45359 2.09456 -0.09 -0.03 0.05
H -7.36973 1.88899 0.39216 -0.10 0.00 0.00
H -5.07333 4.04369 0.63526 -0.09 0.14 -0.06
H -3.08853 5.02309 -0.02354 -0.12 0.05 0.01
H -2.00833 3.93729 -0.91004 0.08 0.03 0.04
H -1.65263 4.35029 0.75906 0.10 0.03 -0.07
H -1.67533 -0.65131 1.51066 -0.06 -0.07 -0.04
H -3.02253 -1.44701 0.67376 -0.02 -0.13 -0.04
H -3.13503 -1.09771 2.39556 -0.07 -0.15 0.04
H -5.33673 -0.07581 1.66236 -0.06 -0.12 0.09
C -1.75733 -4.20161 -0.78184 -0.18 0.07 -0.02
C -2.57893 -3.75861 -1.98884 0.26 -0.06 -0.03
C -1.75913 -3.06011 -3.08024 -0.23 0.20 0.05
C -1.56893 -1.54741 -2.88014 0.07 -0.46 -0.18
N -0.87213 -1.20671 -1.66364 -0.47 0.16 -0.30
C 0.44217 -1.31251 -1.40494 -0.01 0.02 1.52
S 0.92767 -1.13551 0.19286 0.56 -0.68 -0.15
N 1.31347 -1.53181 -2.39104 -0.25 0.20 -0.93
C 2.74677 -1.54951 -2.20484 0.40 -0.26 0.23
C 3.27597 -2.94801 -1.87784 -0.24 0.00 -0.13
C 2.83737 -4.01321 -2.88234 0.20 0.12 0.06
C 3.30057 -3.75001 -4.31114 -0.14 -0.17 0.23
H -2.40833 -4.65681 -0.03784 0.00 -0.06 0.10
H -1.23503 -3.37431 -0.31174 0.11 0.09 0.12
H -1.01693 -4.94371 -1.07374 0.11 -0.06 -0.04
H -3.39213 -3.10541 -1.66504 -0.12 0.03 -0.02
H -3.03343 -4.65131 -2.42374 -0.13 0.07 -0.02
H -2.26193 -3.19201 -4.04034 0.07 -0.02 -0.10
H -0.78323 -3.54341 -3.14414 0.13 -0.04 -0.12
H -2.54443 -1.05781 -2.83654 0.05 0.02 -0.06
H -1.03623 -1.13601 -3.74574 -0.07 0.08 0.00
H -1.43813 -1.02171 -0.84614 0.24 -0.03 -0.02
H 0.96777 -1.61181 -3.33224 -0.04 -0.03 -0.06
H 2.98777 -0.87861 -1.37784 0.01 -0.01 -0.08
H 3.20867 -1.16041 -3.11264 -0.01 0.01 -0.09
H 2.91127 -3.23091 -0.88824 0.09 0.12 0.04
H 4.36487 -2.89921 -1.83644 0.09 0.00 0.06
H 1.74867 -4.09811 -2.85074 -0.04 -0.09 -0.01
H 3.24277 -4.97051 -2.55204 -0.08 -0.08 0.02
H 2.82537 -2.86901 -4.73444 -0.05 0.16 -0.12
H 3.05857 -4.59731 -4.94814 -0.01 -0.03 -0.14
H 4.37627 -3.60101 -4.34034 0.18 0.05 -0.06
```
Forces are in eV/Å.